[1]
77
Properties=species:S:1:pos:R:3 method="wB97M-V/def2-TZVPD" orbital_gap_ev=4.41 e_homo_ha=-0.1995
C -2.018 -7.486 1.310
C -1.962 -6.853 0.140
C -3.014 -5.922 -0.396
N -2.515 -4.577 -0.736
O -3.026 -4.254 -2.029
C -2.956 -3.519 0.199
O -2.296 -2.305 -0.171
C -0.893 -2.338 -0.121
C -0.304 -1.463 1.009
C 1.080 -2.050 1.330
C -0.139 -0.044 0.466
C 0.606 0.897 1.457
C -1.500 0.598 0.145
B -2.671 -3.823 1.744
O -1.481 -4.447 2.060
N -3.555 -3.394 2.840
C -3.993 -4.483 3.705
C -3.065 -2.242 3.573
C -4.504 -3.290 0.013
O -5.209 -4.069 0.696
O -4.869 -2.410 -0.780
H -1.501 -8.430 1.440
H -2.531 -7.078 2.171
H -1.113 -7.012 -0.521
H -3.290 -6.369 -1.350
H -3.922 -5.919 0.214
H -2.255 -4.223 -2.601
H -0.541 -1.890 -1.061
H -0.465 -3.340 -0.086
H -0.940 -1.462 1.892
H 1.597 -1.521 2.129
H 0.962 -3.086 1.652
H 1.691 -2.072 0.425
H 0.463 -0.062 -0.447
H 0.698 0.457 2.448
H 1.594 1.185 1.087
H 0.051 1.828 1.596
H -1.320 1.671 0.010
H -1.949 0.244 -0.779
H -2.184 0.507 0.986
H -1.341 -4.438 3.014
H -3.720 -5.446 3.270
H -3.576 -4.407 4.716
H -5.084 -4.487 3.767
H -3.887 -1.808 4.150
H -2.230 -2.460 4.262
H -2.783 -1.466 2.860
C 5.388 6.500 -2.145
C 5.318 5.379 -1.102
C 4.446 4.171 -1.418
N 2.941 4.326 -1.356
C 2.382 2.938 -1.607
C 0.885 2.914 -1.818
C 0.481 3.838 -2.955
C 0.956 5.248 -2.640
C 2.458 5.298 -2.406
C 2.540 4.778 0.006
H 4.586 7.228 -2.034
H 6.316 7.055 -2.024
H 5.368 6.107 -3.162
H 5.078 5.792 -0.121
H 6.325 4.969 -1.002
H 4.672 3.382 -0.701
H 4.672 3.793 -2.414
H 2.891 2.557 -2.493
H 2.669 2.328 -0.752
H 0.588 1.888 -2.037
H 0.362 3.187 -0.898
H -0.600 3.823 -3.091
H 0.925 3.493 -3.894
H 0.423 5.636 -1.768
H 0.722 5.922 -3.465
H 2.735 6.291 -2.065
H 2.999 5.064 -3.322
H 2.926 5.779 0.176
H 2.948 4.082 0.735
H 1.458 4.793 0.076



[2]
17
Properties=species:S:1:pos:R:3 method="wB97M-V/def2-TZVPD" e_above_lowest_kcal_mol=10.4 orbital_gap_ev=9.10 total_charge=+1 e_homo_ha=-0.4712
C -0.555 0.114 -2.493
C -1.022 -0.963 -1.517
S -2.022 -0.236 -0.187
H 0.371 0.567 -2.145
H -1.302 0.878 -2.671
H -0.309 -0.379 -3.439
H -1.685 -1.672 -2.008
H -0.178 -1.563 -1.188
H -2.711 -1.323 0.178
N 0.510 1.262 1.253
C 0.937 0.200 1.860
N 1.957 0.164 2.691
H 0.952 2.139 1.495
H -0.335 1.235 0.687
H 0.512 -0.782 1.674
H 2.553 -0.650 2.705
H 2.329 1.008 3.105



[3]
18
Properties=species:S:1:pos:R:3 method="wB97M-V/def2-TZVPD" e_above_lowest_kcal_mol=80.2 orbital_gap_ev=8.50 e_homo_ha=-0.2808
N 1.211 2.078 -0.162
N 0.718 0.801 -0.515
C -0.671 0.872 -0.237
C -1.319 -0.451 -0.489
C -0.537 -1.683 0.039
N 0.816 -1.567 -0.402
N 1.376 -0.437 0.207
S 3.081 -0.450 -0.047
H 0.929 2.398 0.897
H 2.186 2.319 -0.414
H -1.087 1.688 -0.746
H -0.953 1.029 0.826
H -1.650 -0.764 -1.558
H -2.306 -0.422 0.035
H -0.607 -1.747 1.221
H -0.990 -2.524 -0.379
H 1.407 -2.409 -0.300
H 3.089 -0.013 1.236



[4]
16
Properties=species:S:1:pos:R:3 method="wB97M-V/def2-TZVPD" e_above_lowest_kcal_mol=13.6 orbital_gap_ev=10.02 e_homo_ha=-0.3251
C -0.885 -0.645 -1.084
C -1.200 0.601 -0.727
C -0.417 1.426 0.270
C 0.855 0.722 0.774
C 0.653 -0.791 0.867
C 0.283 -1.387 -0.534
H -1.252 -1.097 -2.003
H -2.027 1.095 -1.232
H -1.061 1.730 1.106
H -0.120 2.369 -0.212
H 1.687 0.892 0.081
H 1.155 1.164 1.733
H -0.202 -0.971 1.556
H 1.510 -1.275 1.354
H 0.157 -2.470 -0.448
H 0.864 -1.362 -1.501